Molecular formula: C58H41BiBrCl2N4O4
Method: DFT, wB97M-V/def2-TZVPD

Computed properties:
Gap between HOMO and LUMO, eV: 6.6

Structure (ORCA input):
```
! wB97M-V def2-TZVPD RIJCOSX def2/J DEFGRID3
* xyz -1 1
Bi 0.0823 0.2342 0.1044
O 1.4142 1.5098 1.3224
C 1.2508 1.5461 2.7054
C 0.8074 0.1235 3.2265
C 1.6327 -1.0133 2.6902
C 2.4637 -1.7694 3.5007
C 3.2474 -2.7536 2.9230
C 3.2007 -2.9494 1.5544
C 2.3335 -2.1792 0.7885
C 2.2355 -2.3095 -0.7026
C 2.6576 -1.0093 -1.4636
O 1.8067 0.0674 -1.2072
C 4.0906 -0.6642 -1.0523
C 5.1240 -1.5894 -1.2099
C 6.4203 -1.2829 -0.8262
C 6.7077 -0.0375 -0.2767
C 5.6857 0.8844 -0.1104
C 4.3834 0.5710 -0.4914
C 2.5450 -1.2719 -2.9784
C 1.2939 -1.6510 -3.4722
C 1.0856 -1.8072 -4.8325
C 2.1200 -1.5740 -5.7333
C 3.3592 -1.1791 -5.2550
C 3.5691 -1.0267 -3.8862
N 1.5576 -1.2593 1.3760
C 0.1719 2.5499 3.1276
C -0.2184 3.5452 2.2434
C -1.1992 4.4629 2.5906
C -1.8096 4.3988 3.8353
C -1.4237 3.4102 4.7306
C -0.4392 2.4970 4.3778
C 2.6128 1.9078 3.3392
C 2.7802 2.8781 4.3252
C 4.0364 3.1420 4.8641
C 5.1504 2.4439 4.4255
C 5.0005 1.4903 3.4253
C 3.7492 1.2346 2.8866
H -0.2407 0.0009 2.9211
H 0.8522 0.1019 4.3136
H 2.5110 -1.5641 4.5623
H 3.9106 -3.3520 3.5365
H 3.8206 -3.6935 1.0720
H 1.1958 -2.5089 -0.9664
H 2.8411 -3.1468 -1.0468
H 4.9150 -2.5579 -1.6520
H 7.2094 -2.0135 -0.9601
H 7.7208 0.2059 0.0212
H 5.8934 1.8507 0.3342
H 3.5693 1.2682 -0.3352
H 0.4656 -1.8030 -2.7877
H 0.1052 -2.1012 -5.1894
H 1.9563 -1.6933 -6.7980
H 4.1704 -0.9789 -5.9461
H 4.5385 -0.6963 -3.5355
H 0.2370 3.5715 1.2616
H -1.5050 5.2169 1.8749
H -2.5858 5.1051 4.1040
H -1.8938 3.3453 5.7047
H -0.1561 1.7354 5.0952
H 1.9291 3.4440 4.6771
H 4.1397 3.9049 5.6274
H 6.1275 2.6516 4.8449
H 5.8622 0.9491 3.0511
H 3.6560 0.5273 2.0742
Br -6.5687 -2.6354 2.0165
C -5.1933 -1.3363 1.7745
C -4.7847 -0.5525 2.8662
C -3.7562 0.3398 2.7231
C -3.0447 0.5044 1.4862
O -1.9950 1.2155 1.4392
C -3.5828 -0.2252 0.3591
C -3.1155 -0.0328 -0.9939
N -2.3176 0.9083 -1.3338
C -1.9606 1.1896 -2.6400
C -2.7299 0.9691 -3.7601
C -2.3094 1.4035 -5.0343
C -1.1364 2.0852 -5.1929
C -0.3227 2.3478 -4.0651
C 0.8906 3.0679 -4.1430
C 1.6224 3.2971 -3.0165
C 1.1677 2.7622 -1.7961
N 0.0508 2.0852 -1.6884
C -0.7202 1.8859 -2.7958
C -4.6129 -1.1637 0.5485
H -5.2771 -0.6775 3.8231
H -3.4081 0.9331 3.5621
H -3.4996 -0.7421 -1.7414
H -3.6876 0.4758 -3.6448
H -2.9394 1.2076 -5.8932
H -0.8177 2.4344 -6.1679
H 1.2263 3.4300 -5.1083
H 2.5574 3.8398 -3.0498
H 1.7540 2.8606 -0.8864
H -4.9468 -1.7516 -0.3002
Cl -1.5814 -3.8636 -3.0738
C -1.8917 -4.0145 -1.3639
C -2.5676 -5.1541 -0.9152
C -2.8590 -5.3033 0.4085
Cl -3.7128 -6.7380 0.9374
C -2.4732 -4.3159 1.3451
C -2.7581 -4.3935 2.7267
C -2.3218 -3.4098 3.5601
C -1.5922 -2.3354 3.0165
N -1.3316 -2.2083 1.7415
C -1.7681 -3.1732 0.8875
C -1.4793 -2.9710 -0.5234
O -0.9074 -1.9132 -0.9530
H -2.8591 -5.9153 -1.6263
H -3.3325 -5.2296 3.1012
H -2.5409 -3.4331 4.6197
H -1.2263 -1.5504 3.6709
*
```